[1]
{
  "formula": "C33H23Cl2N6OSY",
  "method": "ωB97M-V/def2-TZVPD",
  "charge": 2,
  "spin_multiplicity": 1,
  "max_force_ev_per_a": 0.48,
  "gap_ev": 5.5823,
  "de_lowest_ev": 2.836,
  "total_energy_ha": -3031.6491,
  "species": ["Y", "Cl", "C", "C", "C", "C", "O", "C", "C", "N", "C", "C", "C", "C", "C", "C", "C", "C", "N", "C", "C", "H", "H", "H", "H", "H", "H", "H", "H", "H", "H", "N", "C", "C", "C", "C", "C", "C", "S", "N", "C", "C", "C", "C", "C", "C", "N", "H", "H", "H", "H", "H", "H", "H", "H", "H", "Cl", "C", "C", "C", "C", "N", "C", "H", "H", "H", "H"],
  "coordinates": [[-0.47735, 0.14024, 0.29758], [5.29267, -1.24973, 5.09483], [3.84242, -0.94303, 4.20991], [2.61785, -0.89043, 4.88103], [1.44973, -0.65736, 4.18886], [1.46507, -0.46324, 2.80448], [0.33289, -0.27052, 2.14864], [2.70418, -0.49140, 2.12819], [2.85974, -0.25395, 0.72023], [1.95323, 0.10361, -0.13726], [2.36660, 0.32488, -1.48915], [3.65370, 0.53774, -1.91178], [3.95443, 0.70147, -3.28024], [2.97317, 0.67535, -4.22553], [1.62611, 0.51365, -3.82793], [0.54831, 0.53992, -4.73864], [-0.73774, 0.42889, -4.28654], [-0.95011, 0.28563, -2.91076], [0.03505, 0.23600, -2.02929], [1.32744, 0.34989, -2.45928], [3.88522, -0.74874, 2.85372], [2.59848, -1.03713, 5.95272], [0.49846, -0.61788, 4.70213], [3.87843, -0.40834, 0.36645], [4.47040, 0.60573, -1.20690], [4.98433, 0.85606, -3.57092], [3.20585, 0.79976, -5.27478], [0.75560, 0.65979, -5.79488], [-1.58176, 0.45874, -4.95993], [-1.96205, 0.21963, -2.51823], [4.83538, -0.78152, 2.33543], [-3.99952, 1.08192, -1.01890], [-3.39209, 2.34297, -1.33423], [-3.70974, 2.90140, -2.57116], [-3.17461, 4.11500, -2.96342], [-2.29643, 4.79767, -2.12825], [-1.96199, 4.24988, -0.90481], [-2.49879, 3.02948, -0.50673], [-2.11779, 2.34352, 1.08227], [-2.54553, 0.74732, 0.75931], [-3.86858, 0.55731, 0.33037], [-3.11711, -1.88964, 0.84186], [-3.61635, -2.76896, 1.77943], [-2.76915, -3.75878, 2.26829], [-1.47371, -3.81840, 1.79610], [-1.05174, -2.85588, 0.89238], [-1.85281, -1.89234, 0.41641], [-4.93720, 1.05554, -1.39528], [-4.39474, 2.37412, -3.22632], [-3.44591, 4.53202, -3.92358], [-1.87952, 5.74805, -2.42995], [-1.28187, 4.77208, -0.24210], [-4.63779, -2.67956, 2.12263], [-3.12601, -4.46838, 3.00239], [-0.78195, -4.57810, 2.13041], [-0.02843, -2.85833, 0.53110], [-7.30974, 1.57551, 2.31977], [-6.22264, 0.89276, 1.17056], [-6.85617, 0.19738, 0.07650], [-6.33143, -0.82772, -0.64215], [-5.11253, -1.48585, -0.31911], [-4.05736, -0.96200, 0.23925], [-4.89790, 1.02025, 1.33315], [-7.89202, 0.45539, -0.11421], [-6.96463, -1.33203, -1.35958], [-5.06475, -2.55592, -0.49567], [-4.50863, 1.51102, 2.21753]],
  "forces_ev_per_angstrom": [[0.4, 0.3, 0.1], [0.0, 0.0, 0.0], [0.0, 0.0, 0.0], [0.0, 0.0, 0.0], [0.0, 0.0, 0.0], [0.0, 0.0, 0.0], [0.1, -0.1, 0.1], [0.0, 0.0, 0.0], [-0.1, 0.0, 0.0], [0.1, 0.0, -0.1], [0.0, -0.1, 0.1], [0.0, 0.0, -0.1], [0.0, 0.0, 0.0], [0.0, 0.0, 0.0], [0.0, 0.0, 0.1], [0.0, 0.0, 0.0], [0.0, 0.0, 0.0], [0.1, 0.0, -0.1], [-0.3, 0.0, -0.1], [0.0, 0.0, 0.0], [0.0, 0.0, 0.0], [0.0, 0.0, 0.0], [0.0, 0.0, 0.0], [0.0, 0.0, 0.0], [0.0, 0.0, 0.0], [0.0, 0.0, 0.0], [0.0, 0.0, 0.0], [0.0, 0.0, 0.0], [0.0, 0.0, 0.0], [0.0, 0.0, 0.0], [0.0, 0.0, 0.0], [0.0, 0.1, 0.1], [0.0, -0.1, 0.1], [0.0, 0.0, 0.0], [0.0, 0.0, 0.0], [0.0, 0.0, 0.0], [0.0, 0.0, 0.0], [-0.1, -0.1, -0.1], [0.0, 0.0, -0.1], [-0.2, -0.1, 0.4], [0.0, 0.2, -0.3], [-0.1, 0.1, 0.0], [0.1, -0.1, 0.0], [0.0, 0.0, 0.0], [0.1, 0.0, 0.0], [-0.2, 0.0, 0.0], [0.1, -0.3, 0.0], [0.0, 0.0, 0.0], [0.0, 0.0, 0.0], [0.0, 0.0, 0.0], [0.0, 0.0, 0.0], [0.0, 0.0, 0.0], [0.0, 0.0, 0.0], [0.0, 0.0, 0.0], [0.0, 0.0, 0.0], [0.0, 0.0, 0.0], [0.0, 0.0, 0.0], [0.0, -0.1, -0.1], [0.0, 0.0, 0.0], [0.0, 0.0, 0.0], [0.0, 0.0, 0.0], [0.0, 0.1, 0.0], [0.0, 0.0, 0.0], [0.0, 0.0, 0.0], [0.0, 0.0, 0.0], [0.0, 0.0, 0.0], [0.0, 0.0, 0.0]]
}

***

[2]
{
  "formula": "C33H23Cl3N8O3RbS",
  "method": "ωB97M-V/def2-TZVPD",
  "charge": -1,
  "spin_multiplicity": 1,
  "max_force_ev_per_a": 2.45,
  "gap_ev": 6.5578,
  "de_lowest_ev": 1.058,
  "total_energy_ha": -3737.9696,
  "species": ["Rb", "N", "C", "N", "C", "N", "N", "C", "C", "C", "C", "C", "C", "N", "C", "C", "C", "C", "C", "C", "H", "H", "H", "H", "H", "H", "H", "H", "H", "H", "H", "O", "N", "N", "O", "C", "C", "C", "C", "C", "C", "H", "H", "H", "H", "H", "Cl", "C", "C", "C", "Cl", "C", "O", "C", "Cl", "C", "H", "H", "S", "C", "N", "C", "C", "C", "C", "C", "C", "H", "H", "H", "H", "H"],
  "coordinates": [[0.60860, -0.28670, -0.42160], [-2.76100, 2.30280, -2.53080], [-1.91760, 1.63010, -1.69160], [-2.28240, 1.12620, -0.58420], [-3.60190, 1.22440, -0.19000], [-4.06870, 0.53170, 0.79600], [-3.32950, -0.23520, 1.54880], [-2.57020, -1.18620, 1.17600], [-1.75190, -1.85810, 2.16990], [-2.07380, -1.78010, 3.52810], [-1.19510, -2.30480, 4.45210], [-0.02150, -2.88800, 3.99970], [0.19280, -2.94420, 2.63060], [-0.65040, -2.47010, 1.73250], [-4.45560, 2.20590, -0.85300], [-5.65480, 2.67610, -0.32750], [-6.40460, 3.60410, -1.02640], [-5.97830, 4.06160, -2.26480], [-4.77380, 3.62860, -2.78730], [-3.99890, 2.71560, -2.08090], [-2.42960, 2.60530, -3.43230], [-0.89440, 1.50370, -2.01810], [-2.46460, -1.49080, 0.12870], [-2.99800, -1.31040, 3.82360], [-1.40900, -2.24080, 5.50850], [0.70900, -3.27930, 4.69100], [1.10130, -3.38430, 2.23970], [-5.97420, 2.30680, 0.63470], [-7.32360, 3.98430, -0.60830], [-6.57670, 4.77500, -2.81380], [-4.41590, 4.00040, -3.73620], [1.14800, 1.20940, -2.47560], [1.41210, 0.32150, -3.35750], [0.64940, -0.70810, -3.38610], [-0.34330, -0.93880, -2.60220], [0.91720, -1.61990, -4.41360], [0.04440, -2.69260, -4.58710], [0.25390, -3.59690, -5.60840], [1.33230, -3.44190, -6.46340], [2.20950, -2.38220, -6.28020], [2.01580, -1.47200, -5.26120], [-0.78470, -2.79150, -3.90280], [-0.42150, -4.43140, -5.73550], [1.49190, -4.14140, -7.27060], [3.05920, -2.27180, -6.93790], [2.69650, -0.65070, -5.10540], [5.44440, -2.72470, 5.17290], [4.29090, -1.87530, 4.19400], [4.28970, -2.05320, 2.82030], [3.36380, -1.37030, 2.06610], [3.37280, -1.54920, 0.34690], [2.35200, -0.50870, 2.59730], [1.50810, 0.07720, 1.88320], [2.42680, -0.40470, 4.02080], [1.23910, 0.57730, 4.80740], [3.36470, -1.04140, 4.79780], [4.99680, -2.71430, 2.34490], [3.36480, -0.88920, 5.86560], [-0.43720, 5.85140, -0.25540], [-1.04460, 4.22320, 0.03150], [-0.18430, 3.35200, 0.35780], [1.07870, 3.86510, 0.41010], [2.24020, 3.15740, 0.70900], [3.44420, 3.83120, 0.68720], [3.50450, 5.19770, 0.41170], [2.36250, 5.92200, 0.12880], [1.15470, 5.24580, 0.11080], [-2.09540, 4.02900, -0.06850], [2.15910, 2.11040, 0.96200], [4.36140, 3.29750, 0.88870], [4.45910, 5.70510, 0.41700], [2.40360, 6.98210, -0.07440]],
  "forces_ev_per_angstrom": [[-0.5, 0.0, 1.3], [0.2, 0.1, -0.2], [-0.1, 0.0, -0.4], [0.2, -0.2, 0.5], [0.2, -0.7, 0.8], [-1.6, 1.0, -1.6], [1.5, -0.8, 1.5], [-0.7, 0.4, -1.0], [0.3, -0.2, 0.9], [0.0, -0.1, -0.2], [0.1, 0.0, -0.1], [-0.1, 0.0, 0.0], [0.3, -0.3, 0.3], [-0.3, 0.3, -0.5], [0.0, 0.3, -0.4], [0.1, 0.1, -0.1], [-0.1, 0.0, 0.1], [0.2, 0.0, -0.1], [0.0, 0.0, -0.1], [-0.4, -0.1, 0.4], [0.1, 0.0, 0.1], [0.2, 0.1, -0.3], [0.0, 0.0, 0.1], [0.0, 0.1, 0.0], [0.0, 0.0, 0.1], [0.1, 0.0, 0.0], [0.1, -0.1, 0.0], [0.0, -0.1, 0.1], [-0.1, 0.0, 0.1], [0.0, 0.0, 0.0], [0.0, 0.1, -0.1], [0.0, -0.5, -1.0], [0.4, 1.2, 0.2], [0.1, 0.4, 0.2], [-1.2, -0.2, -0.7], [0.2, -0.9, -1.0], [0.0, 0.3, 0.4], [0.2, -0.1, -0.2], [0.0, -0.1, -0.1], [0.0, -0.1, 0.0], [0.0, 0.0, 0.1], [0.0, 0.0, 0.0], [-0.1, 0.0, 0.0], [0.0, -0.1, -0.1], [0.1, 0.0, -0.1], [0.0, 0.0, 0.0], [0.3, -0.2, 0.2], [-0.1, 0.0, -0.1], [0.0, 0.1, 0.1], [-0.1, 0.1, 0.4], [0.4, -0.3, -0.4], [0.5, -0.2, 0.4], [0.0, 0.4, 0.6], [0.0, 0.0, -0.1], [-0.2, 0.2, 0.1], [0.1, -0.1, -0.1], [0.1, 0.0, 0.0], [0.0, -0.1, 0.1], [0.2, -0.4, 0.1], [0.0, 0.8, -0.1], [-0.3, -1.1, 0.1], [0.6, 1.1, -0.1], [-0.1, 0.0, 0.0], [0.0, -0.1, 0.0], [0.0, 0.2, -0.1], [0.1, 0.1, 0.0], [-0.3, -0.3, 0.0], [-0.3, -0.1, 0.0], [0.1, -0.2, 0.1], [0.0, -0.1, 0.1], [0.1, 0.0, 0.0], [0.1, 0.1, 0.0]]
}